Record 1
The following is a quantum chemistry calculation of a 2-piece molecular cluster, C9H14O overall at a distorted geometry, from the OMol25 dataset.

As for the structure (SMILES): Cc1ccc(O)cc1.CC. As for the total energy: -11607.198 eV. For the largest force on an atom, the calculation gives 0.0316 hartree/bohr. As for the total charge: 0. The calculation puts the energy relative to the best compared isomer or geometry (same formula, charge and spin) at 42.3 kJ/mol. Its LUMO energy is 0.84 eV.

Each line ends with the Mulliken charge.
CARTESIAN COORDINATES (ANGSTROEM)
C  0.887305  -2.111646  1.855503  -0.70
C  0.598570  -1.121726  2.967897  -0.81
H  1.395857  -1.612926  1.028823  0.21
H  1.542570  -2.909162  2.183672  0.32
H  -0.058332  -2.513797  1.500650  0.20
H  1.294216  -0.939740  3.783469  0.37
H  0.383415  -0.146171  2.619949  0.14
H  -0.333536  -1.338633  3.504993  0.27
C  1.461776  1.443963  -2.769309  -1.42
C  -1.558098  -0.261247  -1.252518  -0.57
C  -0.586390  0.141655  -2.137654  -0.55
C  -1.628105  0.336758  0.018619  0.73
C  0.310569  1.179755  -1.832654  0.67
C  -0.833060  1.422443  0.278750  -0.54
C  0.150124  1.830087  -0.630738  -0.38
O  -2.448591  -0.186659  0.967232  -0.54
H  -2.190260  -1.107739  -1.487917  0.26
H  -0.607704  -0.218457  -3.162652  0.31
H  -2.938337  -0.959006  0.660313  0.29
H  -0.867122  1.925027  1.238971  0.42
H  1.193703  1.349386  -3.822250  0.36
H  2.216480  0.672524  -2.633976  0.29
H  0.707547  2.715777  -0.348521  0.31
H  1.907404  2.409535  -2.530655  0.35

Forces on the atoms, in the same order (eV/Å):
0.33 0.46 0.17
-1.03 0.03 1.26
-0.09 -0.06 -0.08
-0.06 -0.33 0.07
0.10 -0.17 -0.19
0.70 -0.53 -0.26
-0.07 1.10 -0.89
0.08 -0.46 -0.12
-0.11 0.00 0.26
0.36 -0.02 0.55
-0.19 0.79 -0.41
-0.20 -1.07 -1.07
0.06 -0.59 -0.53
0.56 0.37 0.54
-0.69 0.11 0.38
-0.27 0.37 0.72
-0.19 0.05 -0.06
0.25 -0.39 0.21
0.25 0.22 -0.25
-0.25 -0.09 -0.02
-0.20 0.40 0.02
0.23 -0.02 0.23
0.35 -0.17 -0.20
0.08 0.00 -0.35

Record 2
The following is a quantum chemistry calculation of a 13-piece molecular cluster, H26O13 overall, from the OMol25 dataset.

As for the total energy: -27040.109 eV. For the largest force on an atom, the calculation gives 0.0194 hartree/bohr. As for the total charge: 0. The calculation puts the energy relative to the best compared isomer or geometry (same formula, charge and spin) at 177.3 kJ/mol. Its LUMO energy is -0.41 eV.

Each line ends with the Mulliken charge.
CARTESIAN COORDINATES (ANGSTROEM)
O  4.853377  -5.980297  -3.749674  -0.58
H  4.408229  -6.801868  -3.539437  0.23
H  4.892701  -5.508295  -2.917136  0.25
O  2.666752  -1.194790  -7.452399  -0.58
H  1.860783  -1.184839  -6.935632  0.26
H  3.360074  -0.993758  -6.820932  0.35
O  6.970156  -5.242478  -5.494582  -0.64
H  6.265243  -5.424674  -4.871326  0.34
H  6.597444  -5.462507  -6.349918  0.37
O  4.650853  -3.595144  -5.761393  0.69
H  3.913695  -3.273102  -5.240976  -0.01
H  4.388918  -4.477311  -6.028172  0.02
O  4.621920  -0.533977  -5.644757  -0.62
H  4.846033  0.391891  -5.544216  0.26
H  4.915280  -0.942829  -4.828985  0.25
O  7.240918  -2.363711  -5.361737  -0.58
H  7.368846  -1.415213  -5.400383  0.31
H  6.291752  -2.481469  -5.428928  0.23
O  5.119361  -2.368294  -8.580312  -0.69
H  4.246184  -2.320343  -8.971211  0.32
H  4.957439  -2.551895  -7.653566  0.31
O  3.145113  -5.891604  -6.728980  -0.87
H  2.499757  -5.410921  -7.250166  0.29
H  3.931639  -5.910132  -7.277270  0.30
O  5.070823  -2.064416  -3.072997  -0.54
H  5.047826  -1.381358  -2.401496  0.26
H  5.703581  -2.704229  -2.743800  0.25
O  1.084235  -3.584714  -6.406108  -0.60
H  0.272155  -3.111886  -6.221422  0.28
H  1.672014  -3.345926  -5.686631  0.31
O  2.430069  -2.816407  -4.074644  -0.61
H  1.721680  -2.464320  -3.534521  0.23
H  3.202993  -2.785913  -3.507617  0.16
O  5.910544  -6.097168  -8.013652  -0.63
H  6.204886  -5.527682  -8.725974  0.29
H  6.272152  -6.957960  -8.228130  0.26
O  1.630370  -6.757279  -4.782196  -0.63
H  2.303684  -7.082231  -4.184349  0.25
H  2.121519  -6.357421  -5.503845  0.50

Forces on the atoms, in the same order (eV/Å):
-0.14 0.07 0.06
0.02 -0.26 -0.03
0.00 0.11 0.19
-0.35 0.05 -0.52
-0.15 -0.17 -0.02
0.39 0.13 0.27
0.57 -0.20 0.18
-0.12 -0.11 0.10
0.01 -0.01 -0.25
0.27 0.73 0.02
-0.30 0.03 -0.19
-0.20 -0.32 0.07
0.08 0.24 0.06
0.02 0.26 -0.17
0.06 -0.40 0.35
0.47 0.29 0.35
0.07 0.22 -0.14
-0.27 -0.52 -0.28
0.46 -0.20 -0.48
-0.29 0.17 0.09
-0.09 -0.12 0.44
0.26 0.25 -0.31
-0.39 0.40 -0.14
0.53 -0.38 -0.37
-0.49 0.06 0.03
-0.02 0.23 0.23
0.45 -0.20 -0.25
-0.19 -0.21 -0.43
-0.25 -0.07 -0.04
0.25 -0.03 0.27
-0.22 0.06 0.10
-0.27 0.03 0.04
0.52 0.11 0.26
-0.35 -0.04 0.00
0.01 0.44 -0.16
0.07 -0.29 0.07
-0.69 -0.26 0.67
0.00 -0.04 0.03
0.29 -0.05 -0.07

| no. | highest occupied orbital energy (hartree) |
| --- | --- |
| 1 | -0.3076 |
| 2 | -0.3575 |